1.
Density functional theory data (ωB97M-V with the def2-TZVPD basis set) for C52H55AsBrN3O4SSi2W as an isolated structure in a non-equilibrium geometry.

Summary:
Charge ... 0
Kohn-Sham gap (alpha / beta) ... 5.404 / 5.409 eV

Geometry (Å):
W -0.087 0.310 -0.099
O -3.648 -1.266 3.935
C -2.942 -2.357 3.496
C -2.843 -3.494 4.286
C -2.177 -4.618 3.828
C -1.622 -4.614 2.563
C -1.682 -3.466 1.792
C -2.320 -2.324 2.243
C -2.473 -1.143 1.294
O -1.587 -1.127 0.243
N -2.416 0.179 1.954
N -1.316 0.885 1.522
C -0.908 2.036 2.130
C 0.122 2.638 1.443
Br 2.813 1.240 0.579
C 0.762 3.828 1.780
C 0.115 5.022 2.190
C 0.895 6.097 2.668
C 0.306 7.221 3.196
C -1.078 7.343 3.233
C -1.864 6.324 2.705
C -1.287 5.186 2.188
H -4.083 -1.491 4.767
H -3.299 -3.495 5.268
H -2.115 -5.492 4.459
H -1.144 -5.500 2.177
H -1.235 -3.428 0.810
H -3.514 -1.236 0.919
H -2.620 0.208 2.950
H -1.388 2.388 3.042
H 1.837 3.884 1.665
H 1.971 6.009 2.649
H 0.925 8.011 3.600
H -1.538 8.219 3.665
H -2.942 6.424 2.708
H -1.909 4.414 1.754
C -2.750 -2.669 -2.034
Si -2.480 -0.773 -2.198
C -3.962 -0.004 -1.228
C -3.012 -0.175 -3.964
N -0.701 -0.542 -2.040
C 0.070 -1.330 -2.884
C -0.346 -1.860 -4.119
C 0.503 -2.570 -4.942
C 1.810 -2.832 -4.574
C 2.244 -2.381 -3.343
C 1.399 -1.647 -2.531
O 1.866 -1.174 -1.278
C 2.827 -2.035 -0.721
C 4.139 -1.605 -0.618
C 5.083 -2.460 -0.080
C 4.728 -3.734 0.322
C 3.421 -4.167 0.178
C 2.463 -3.321 -0.348
H -3.303 -3.070 -2.877
H -3.311 -2.887 -1.130
H -1.804 -3.200 -1.973
H -4.728 -0.766 -1.107
H -4.400 0.807 -1.802
H -3.727 0.405 -0.253
H -3.734 0.629 -3.893
H -3.515 -0.986 -4.482
H -2.208 0.182 -4.599
H -1.360 -1.715 -4.436
H 0.123 -2.920 -5.891
H 2.483 -3.372 -5.222
H 3.244 -2.600 -3.005
H 4.407 -0.616 -0.950
H 6.105 -2.128 -0.001
H 5.475 -4.401 0.724
H 3.155 -5.174 0.458
H 1.440 -3.646 -0.483
S -1.913 2.181 -1.109
C -1.490 2.524 -2.787
C -2.462 2.953 -3.686
C -2.100 3.379 -4.947
C -0.765 3.436 -5.316
C 0.204 2.996 -4.430
C -0.149 2.491 -3.183
As 1.104 1.840 -1.798
C 2.579 1.303 -3.082
C 2.214 0.678 -4.281
C 3.169 0.170 -5.144
C 4.515 0.260 -4.830
C 4.892 0.827 -3.627
C 3.937 1.335 -2.759
C 1.625 3.762 -1.396
C 2.923 4.245 -1.261
C 3.149 5.570 -0.916
C 2.089 6.432 -0.695
C 0.793 5.965 -0.826
C 0.565 4.646 -1.175
H -3.495 2.965 -3.375
H -2.868 3.683 -5.642
H -0.486 3.840 -6.278
H 1.258 3.059 -4.686
H 1.167 0.568 -4.542
H 2.859 -0.318 -6.058
H 5.261 -0.129 -5.506
H 5.936 0.862 -3.351
H 4.259 1.726 -1.803
H 3.765 3.580 -1.386
H 4.165 5.922 -0.812
H 2.269 7.462 -0.424
H -0.043 6.624 -0.642
H -0.461 4.302 -1.248
C 1.336 -3.238 2.767
Si 1.298 -1.325 2.672
C 3.059 -0.782 3.177
C 0.166 -0.672 4.080
O 0.788 -0.767 1.233
H 0.732 -3.579 3.602
H 2.354 -3.569 2.940
H 0.975 -3.731 1.873
H 3.325 -1.277 4.107
H 3.140 0.289 3.333
H 3.800 -1.046 2.428
H 0.498 -1.094 5.024
H -0.873 -0.956 3.956
H 0.210 0.411 4.173

Cartesian forces (eV/Å) of the 6 atoms listed first:
-0.51 -1.71 1.93
-0.05 0.15 -0.02
0.17 -0.59 -0.07
-0.03 0.21 0.04
-0.09 -0.01 -0.08
-0.05 -0.07 0.00

2.
Density functional theory data (ωB97M-V with the def2-TZVPD basis set) for a 12-piece molecular cluster, C52H59F11N3O33PS2 overall in a non-equilibrium geometry.

Summary:
Charge ... 0
Kohn-Sham gap ... 7.043 eV
SMILES ... CNCP(CN)CCCSC(=S)N(c1ccccc1)c1ccccc1.O=C1OC[C@@H](F)O1.O=C1OC[C@@H](F)O1.O=C1OC[C@@H](F)O1.O=C1OC[C@@H](F)O1.O=C1OC[C@@H](F)O1.O=C1OC[C@@H](F)O1.O=C1OC[C@@H](F)O1.O=C1OC[C@@H](F)O1.O=C1OC[C@@H](F)O1.O=C1OC[C@@H](F)O1.O=C1OC[C@@H](F)O1

Geometry (Å):
C 0.327 4.514 0.164
N -0.412 4.862 -1.071
C -1.778 4.289 -1.132
P -2.081 3.115 -2.577
C -1.077 3.781 -4.004
N 0.388 3.710 -3.803
C -1.419 1.401 -2.161
C -2.073 0.858 -0.868
C -1.566 -0.563 -0.405
S -0.069 -1.181 -1.243
C 1.303 -0.380 -0.439
S 1.027 1.051 0.336
N 2.643 -0.943 -0.477
C 3.535 0.127 -0.893
C 4.516 0.745 -0.097
C 5.307 1.804 -0.637
C 5.104 2.243 -1.951
C 4.100 1.658 -2.777
C 3.354 0.604 -2.227
C 3.017 -1.550 0.771
C 2.212 -1.594 1.929
C 2.638 -2.226 3.125
C 3.910 -2.843 3.231
C 4.712 -2.820 2.049
C 4.282 -2.207 0.864
H 1.187 3.872 -0.130
H 0.788 5.432 0.594
H -0.295 4.056 0.958
H -0.494 5.874 -1.067
H -2.463 5.146 -1.328
H -2.123 3.845 -0.173
H -1.354 3.158 -4.885
H -1.395 4.823 -4.231
H 0.849 3.220 -4.562
H 0.780 4.647 -3.724
H -1.660 0.738 -3.020
H -0.317 1.505 -2.108
H -1.806 1.564 -0.054
H -3.180 0.833 -0.896
H -1.306 -0.493 0.673
H -2.381 -1.300 -0.527
H 4.672 0.415 0.937
H 6.059 2.258 0.024
H 5.682 3.068 -2.392
H 3.896 1.991 -3.800
H 2.565 0.145 -2.847
H 1.214 -1.137 1.938
H 2.002 -2.270 4.023
H 4.261 -3.319 4.168
H 5.699 -3.300 2.122
H 4.950 -2.203 -0.013
O 2.134 5.946 -4.255
C 1.705 7.008 -4.568
O 2.122 8.190 -4.046
C 1.462 9.228 -4.774
C 0.251 8.514 -5.305
F -0.130 9.017 -6.507
O 0.719 7.192 -5.492
H 2.117 9.588 -5.570
H 1.206 10.062 -4.124
H -0.603 8.507 -4.625
O -5.877 -0.803 -0.643
C -5.444 -1.165 -1.691
O -5.425 -2.456 -2.101
C -4.959 -2.463 -3.450
C -4.192 -1.172 -3.522
F -4.252 -0.633 -4.762
O -4.901 -0.333 -2.624
H -5.813 -2.479 -4.130
H -4.336 -3.333 -3.646
H -3.149 -1.248 -3.206
O -0.408 -2.241 5.276
C -0.696 -3.204 4.645
O -1.480 -3.185 3.538
C -1.474 -4.509 2.996
C -1.119 -5.339 4.198
F -0.404 -6.438 3.848
O -0.285 -4.471 4.944
H -0.722 -4.575 2.206
H -2.444 -4.768 2.579
H -1.974 -5.639 4.809
O -3.724 -6.105 1.036
C -4.531 -6.409 1.855
O -5.034 -5.550 2.777
C -6.062 -6.247 3.485
C -5.671 -7.682 3.275
F -6.757 -8.489 3.225
O -5.058 -7.657 1.994
H -7.032 -6.010 3.043
H -6.075 -5.961 4.536
H -4.962 -8.069 4.010
O 8.412 4.256 -3.713
C 8.547 4.383 -2.543
O 8.922 5.540 -1.935
C 8.838 5.321 -0.528
C 8.960 3.826 -0.432
F 8.254 3.342 0.620
O 8.353 3.381 -1.632
H 7.877 5.685 -0.159
H 9.637 5.842 -0.002
H 9.987 3.458 -0.384
O 5.580 1.362 8.481
C 5.299 0.393 7.858
O 4.508 0.393 6.753
C 4.526 -0.933 6.222
C 4.895 -1.751 7.428
F 5.617 -2.843 7.081
O 5.724 -0.870 8.163
H 5.272 -0.996 5.428
H 3.555 -1.205 5.813
H 4.046 -2.056 8.044
O -11.704 1.354 -1.674
C -10.770 0.643 -1.513
O -10.052 0.566 -0.362
C -9.107 -0.493 -0.526
C -8.980 -0.575 -2.020
F -8.729 -1.847 -2.428
O -10.269 -0.199 -2.467
H -9.509 -1.409 -0.089
H -8.163 -0.257 -0.040
H -8.233 0.098 -2.447
O 7.550 -5.711 -3.426
C 6.565 -5.053 -3.405
O 6.548 -3.693 -3.453
C 5.180 -3.291 -3.542
C 4.467 -4.478 -2.957
F 3.250 -4.650 -3.530
O 5.299 -5.562 -3.321
H 4.918 -3.121 -4.588
H 5.002 -2.374 -2.982
H 4.361 -4.448 -1.870
O -5.666 -4.625 6.050
C -6.008 -3.525 5.754
O -5.513 -2.395 6.311
C -6.071 -1.291 5.594
C -7.323 -1.892 5.018
F -7.634 -1.337 3.824
O -6.953 -3.245 4.813
H -5.370 -0.968 4.822
H -6.274 -0.454 6.259
H -8.192 -1.847 5.679
O -3.248 11.077 -4.443
C -3.489 10.075 -5.026
O -4.291 9.995 -6.118
C -4.214 8.653 -6.601
C -3.792 7.898 -5.371
F -3.019 6.832 -5.690
O -2.997 8.845 -4.677
H -3.473 8.595 -7.400
H -5.175 8.319 -6.987
H -4.617 7.575 -4.733
O 5.121 -5.182 4.789
C 4.840 -6.153 4.166
O 4.053 -6.152 3.060
C 4.068 -7.478 2.531
C 4.433 -8.295 3.740
F 5.154 -9.389 3.397
O 5.261 -7.413 4.476
H 4.818 -7.547 1.741
H 3.097 -7.748 2.120
H 3.582 -8.596 4.355

Cartesian forces (eV/Å) of the 6 atoms listed first:
1.09 0.30 -0.45
-0.52 0.26 1.29
0.46 0.51 -0.77
-1.73 -0.09 -0.02
0.90 -0.41 0.11
-0.42 0.04 -0.11

3.
Density functional theory data (ωB97M-V with the def2-TZVPD basis set) for C52H61IrN4O13P3S4 as an isolated structure in a non-equilibrium geometry.

Summary:
Energy relative to the best compared isomer or geometry (same formula, charge and spin) ... 101.4 kcal per mole
Charge ... 0
⟨S²⟩ ... 0.79
Kohn-Sham gap (alpha / beta) ... 4.547 / 4.545 eV
Spin multiplicity ... 2

Geometry (Å):
Ir 0.139 0.565 0.231
O -0.195 0.905 3.345
S -1.286 1.652 2.768
O -1.665 2.860 3.431
O -1.058 1.892 1.291
C -2.648 0.506 2.860
C -3.410 0.548 4.016
C -4.328 -0.458 4.273
C -4.437 -1.524 3.395
C -3.678 -1.561 2.233
C -2.790 -0.533 1.933
P -1.949 -0.431 0.303
C -3.145 0.701 -0.498
C -2.672 1.784 -1.234
C -3.545 2.644 -1.874
C -4.912 2.428 -1.789
C -5.399 1.375 -1.030
C -4.520 0.526 -0.372
C -2.175 -2.073 -0.459
C -3.405 -2.578 -0.876
C -3.494 -3.855 -1.408
C -2.355 -4.635 -1.557
C -1.122 -4.126 -1.179
C -1.035 -2.855 -0.631
H -3.260 1.376 4.698
H -4.943 -0.420 5.163
H -5.115 -2.339 3.614
H -3.765 -2.408 1.567
H -1.604 1.964 -1.299
H -3.157 3.479 -2.442
H -5.600 3.094 -2.295
H -6.466 1.222 -0.933
H -4.919 -0.252 0.266
H -4.304 -1.984 -0.794
H -4.463 -4.242 -1.698
H -2.432 -5.633 -1.972
H -0.222 -4.712 -1.319
H -0.077 -2.453 -0.349
O 2.199 -1.018 -2.964
C 2.002 -0.297 -1.989
O 1.021 -0.559 -1.184
C 2.982 0.802 -1.697
C 4.148 0.756 -2.426
C 5.146 1.713 -2.243
C 4.972 2.741 -1.365
C 3.785 2.834 -0.632
C 2.748 1.836 -0.736
O 1.705 1.925 -0.029
N 3.698 3.929 0.232
O 4.622 4.622 0.521
O 2.508 4.139 0.744
N 6.391 1.619 -3.000
O 6.509 0.684 -3.767
O 7.231 2.478 -2.816
H 4.272 -0.037 -3.148
H 5.743 3.487 -1.244
C 1.776 -1.858 -6.390
C 1.342 -3.300 -6.647
C 0.012 -3.683 -5.996
C 0.036 -3.676 -4.460
N -0.131 -2.364 -3.863
C -1.258 -1.648 -3.872
S -1.243 -0.050 -3.314
N -2.392 -2.225 -4.314
C -3.680 -1.549 -4.330
C -4.685 -2.330 -5.165
C -5.264 -3.554 -4.448
C -6.282 -3.176 -3.374
H 2.664 -1.623 -6.977
H 2.018 -1.682 -5.342
H 0.988 -1.157 -6.675
H 2.120 -3.984 -6.295
H 1.245 -3.456 -7.724
H -0.258 -4.692 -6.323
H -0.771 -3.005 -6.348
H 0.997 -4.059 -4.113
H -0.739 -4.350 -4.075
H 0.695 -1.861 -3.542
H -2.385 -3.211 -4.519
H -3.529 -0.551 -4.739
H -4.042 -1.414 -3.306
H -4.206 -2.638 -6.099
H -5.503 -1.656 -5.430
H -4.453 -4.134 -3.995
H -5.749 -4.203 -5.180
H -5.868 -2.446 -2.675
H -6.598 -4.051 -2.804
H -7.169 -2.732 -3.829
C 4.055 -2.535 0.274
C 2.551 -2.712 0.259
O 1.980 -2.215 1.484
P 1.077 -0.955 1.928
O 1.755 -0.715 3.319
C 3.177 -0.507 3.528
C 3.519 -1.062 4.890
O -0.296 -1.655 2.314
C -0.505 -2.465 3.493
C -0.491 -3.934 3.124
H 4.482 -2.972 -0.629
H 4.492 -3.025 1.144
H 4.314 -1.474 0.302
H 2.290 -3.773 0.222
H 2.112 -2.229 -0.594
H 3.380 0.560 3.485
H 3.743 -1.015 2.745
H 2.919 -0.568 5.654
H 4.571 -0.872 5.100
H 3.335 -2.137 4.934
H -1.476 -2.162 3.884
H 0.255 -2.233 4.234
H -1.234 -4.143 2.352
H -0.719 -4.533 4.006
H 0.490 -4.221 2.748
S 5.141 3.982 4.949
P 3.455 3.859 3.906
S 3.447 2.243 2.717
C 2.045 3.913 5.055
C 2.003 2.958 6.066
C 0.985 2.991 7.004
C 0.005 3.974 6.935
C 0.044 4.925 5.928
C 1.066 4.897 4.988
C 3.236 5.333 2.844
C 3.924 6.461 3.194
C 3.911 7.636 2.425
C 3.208 7.662 1.202
C 2.519 6.581 0.778
C 2.381 5.340 1.600
H 2.766 2.190 6.099
H 0.949 2.244 7.786
H -0.796 3.994 7.664
H -0.724 5.686 5.871
H 1.105 5.650 4.209
H 4.522 6.418 4.097
H 4.481 8.497 2.743
H 3.247 8.547 0.579
H 2.017 6.572 -0.184
H 1.325 5.213 1.868

Cartesian forces (eV/Å) of the 6 atoms listed first:
0.87 -1.22 0.72
-0.12 0.27 -0.08
0.07 0.21 0.98
-0.25 0.09 -0.23
0.60 0.01 0.05
0.14 -0.11 -0.19

Number 1: electronic energy -8333.80303 a.u., M 1212.934 g mol⁻¹. Number 2: electronic energy -6900.38607 a.u., M 1558.118 g mol⁻¹. Number 3: electronic energy -5936.27813 a.u., M 1363.482 g mol⁻¹.